C44H56As2MoN6O4S2 | the ωB97M-V functional and the def2-TZVPD basis

```
! wB97M-V def2-TZVPD RIJCOSX def2/J DEFGRID3
* xyz 2 3
Mo -0.3118 0.5306 0.2893
N -2.4325 -0.2719 0.2089
C -3.4496 0.7301 -0.0852
C -3.1825 1.8978 0.8526
N -1.8120 2.4080 0.6675
C -1.7615 3.2647 -0.5387
C -0.5256 3.0210 -1.4013
N -0.4299 1.5940 -1.6624
C -1.4448 3.1805 1.8663
C 0.0576 3.3943 1.9089
N 0.6556 2.0684 1.7944
H -2.4961 -1.0174 -0.4889
H -2.6576 -0.7470 1.0905
H -4.4623 0.3416 0.0803
H -3.3645 1.0287 -1.1383
H -3.2638 1.5185 1.8769
H -3.9223 2.6959 0.7129
H -1.8242 4.3211 -0.2606
H -2.6316 3.0426 -1.1575
H 0.3946 3.3112 -0.8936
H -0.6123 3.6228 -2.3149
H 0.4603 1.3744 -2.1081
H -1.1585 1.2854 -2.3099
H -1.7133 2.5997 2.7552
H -1.9796 4.1374 1.8921
H 0.3397 3.8902 2.8442
H 0.3889 4.0316 1.0871
H 0.6855 1.6262 2.7201
H 1.6192 2.1341 1.4721
O -0.0503 -4.0901 -0.4605
S -0.8766 -2.9399 -0.3820
O -1.4294 -2.5752 0.9040
O -2.0762 -3.0204 -1.3012
S 0.1590 -1.3343 -1.0880
C -4.0498 -2.9548 -3.1959
As -2.3734 -1.9587 -2.9151
C -1.2138 -3.0524 -4.0286
C -2.7271 -0.3049 -4.8697
C -3.4823 -1.0460 -5.7930
C -2.8689 -1.8452 -6.7899
C -3.6267 -2.5982 -7.6539
C -5.0166 -2.5845 -7.5691
C -5.6460 -1.7864 -6.6172
C -4.8990 -1.0324 -5.7467
H -4.0652 -3.4078 -4.1860
H -4.9389 -2.3354 -3.0846
H -4.0646 -3.7399 -2.4427
H -1.7366 -3.3419 -4.9379
H -0.9651 -3.9454 -3.4609
H -0.2983 -2.5307 -4.3002
H -1.6703 -0.1643 -5.0498
H -3.2314 0.4759 -4.3169
H -1.7924 -1.8302 -6.8767
H -3.1471 -3.2090 -8.4033
H -5.6058 -3.1769 -8.2490
H -6.7242 -1.7679 -6.5645
H -5.3804 -0.4046 -5.0107
C 2.2099 1.0669 6.0454
C 0.8633 1.3445 5.8744
C 0.1680 0.7676 4.8233
C 0.8093 -0.0942 3.9301
C 2.1592 -0.3732 4.1259
C 2.8556 0.2034 5.1756
As -0.1709 -0.9107 2.4056
C -1.5930 -1.6641 3.5064
C -2.7675 -1.0797 3.9555
C -3.6671 -1.8190 4.7124
C -3.4003 -3.1465 5.0004
C -2.2274 -3.7377 4.5622
C -1.3059 -3.0031 3.8264
C -0.0561 -3.5338 3.2816
C 0.4177 -4.8310 3.4312
C 1.5804 -5.2242 2.7879
C 2.2452 -4.3561 1.9380
C 1.7670 -3.0660 1.7671
C 0.6618 -2.6397 2.4721
H 2.7527 1.5140 6.8627
H 0.3555 1.9990 6.5665
H -0.8931 0.9701 4.7005
H 2.6600 -1.0619 3.4529
H 3.8983 -0.0325 5.3259
H -3.0012 -0.0424 3.7204
H -4.5818 -1.3652 5.0668
H -4.1070 -3.7281 5.5718
H -2.0373 -4.7782 4.7745
H -0.1224 -5.5456 4.0360
H 1.9501 -6.2292 2.9264
H 3.1173 -4.6898 1.3943
H 2.2364 -2.4088 1.0443
C 6.4737 2.3706 0.2683
N 5.3179 1.5363 0.0725
N 4.0935 2.0516 -0.2856
C 3.1228 1.0875 -0.0924
O 1.9136 1.3015 -0.3817
C 3.7930 -0.0201 0.4633
C 5.1309 0.2911 0.5521
C 6.2613 -0.5342 1.0263
C 3.9810 3.2367 -1.0539
C 3.1478 4.2604 -0.6236
C 3.0352 5.4112 -1.3860
C 3.7581 5.5435 -2.5612
C 4.5924 4.5206 -2.9845
C 4.7042 3.3623 -2.2362
H 6.3687 3.2928 -0.3001
H 7.3654 1.8480 -0.0695
H 6.6019 2.6129 1.3261
H 3.3332 -0.9464 0.7266
H 5.9343 -1.5565 1.1832
H 6.6556 -0.1494 1.9654
H 7.0656 -0.5345 0.2915
H 2.6156 4.1535 0.3117
H 2.3954 6.2117 -1.0496
H 3.6893 6.4508 -3.1397
H 5.1562 4.6229 -3.8990
H 5.3492 2.5575 -2.5580
*
```

For the energy relative to the best compared isomer or geometry (same formula, charge and spin), the calculation gives 0.00 kJ/mol. As for the HOMO energy (spin up / spin down): -11.563 / -12.169 eV. The calculation puts the orbital gap (spin up / spin down) at 6.7196 / 6.5473 eV. The value obtained for the LUMO energy (spin up / spin down) is -0.178 / -0.207 Eh.

These are the Löwdin partial charges, in e, on atoms 1 to 4: 1.08, -0.11, -0.20, -0.17